(1)
ORCA calculation (the ωB97M-V functional and the def2-TZVPD basis) on a molecular structure, C5H6Cl2ErO3PrS at a distorted geometry.

```
19
Properties=species:S:1:pos:R:3:forces:R:3
H -2.25251 -0.31931 3.85185 0.17 0.01 -0.33
H 1.71980 0.03377 1.95679 0.24 -0.06 0.22
C 0.08404 -0.00479 -2.89551 7.44 1.17 8.43
Pr -1.34658 -0.56254 -4.63678 -5.53 -1.64 -2.43
O 2.80713 3.20533 0.12609 -4.19 -3.71 -0.17
Er 0.14872 0.92342 -0.09408 -2.43 1.21 4.19
C 0.84786 -0.47848 2.38988 -0.38 0.46 0.15
C 1.94684 2.43530 0.08167 5.40 4.85 0.33
Cl -1.17369 -2.70636 -3.31073 0.34 1.90 -0.57
O 0.88674 0.13963 -1.96546 -4.97 -1.92 -8.38
C -1.94624 -0.39135 2.79786 -0.51 0.03 -0.02
O 2.07920 -1.16557 -5.07667 -6.01 1.37 0.05
C 0.94548 -0.90785 -5.03467 8.99 -1.99 -0.72
H 0.54434 -1.33764 1.78212 0.08 -0.16 0.16
S -0.53202 0.73609 2.53427 0.34 -0.54 -0.61
H -2.75781 -0.03625 2.15306 0.05 -0.09 0.30
Cl -1.42811 2.66042 -0.61141 0.70 -1.03 -0.38
H 1.11015 -0.79844 3.40546 0.22 -0.13 -0.30
H -1.68335 -1.42536 2.54624 0.05 0.29 0.10
```
Forces are in eV/Å.

Summary:
HOMO (spin up / spin down)	-22.6 / -22.6	eV
gap between HOMO and LUMO (spin up / spin down)	3.799 / 3.866	eV
total charge	+4
LUMO (spin up / spin down)	-18.83 / -18.78	eV
spin multiplicity	6

---

(2)
ORCA calculation (the ωB97M-V functional and the def2-TZVPD basis) on 2 unconnected molecules or ions with the total composition C5H6Cl4O3 at a distorted geometry.

```
18
Properties=species:S:1:pos:R:3:forces:R:3
H 1.19547 2.77465 1.64952 0.02 -3.55 -1.63
H -1.04308 0.26978 -1.04407 -0.61 0.43 -0.16
O 1.85191 0.11442 3.31157 0.69 -0.68 -0.86
C 0.23720 -0.26303 0.59519 -0.68 0.04 -1.85
H 0.65429 0.70822 -1.30771 0.34 0.28 -0.33
O 1.30999 1.80308 1.19178 -0.38 2.70 1.06
H 0.41070 -1.14173 -2.53943 -0.25 -0.17 0.71
Cl -0.37394 -0.27963 4.51817 -0.33 0.20 -0.04
H -0.54206 -0.93933 0.94685 -0.04 0.24 0.22
Cl -2.56251 0.99137 1.69871 0.08 -0.72 -0.13
Cl -0.95760 3.08322 2.63322 -0.34 1.47 -0.39
C 0.14776 1.08731 1.18902 -0.87 1.64 2.03
C -0.96027 1.60999 1.80436 0.70 -1.06 -1.20
H 1.18916 -0.74917 0.78114 0.27 0.29 -0.04
Cl 1.10625 2.22862 4.46931 0.36 0.37 0.88
C 0.97582 0.62268 3.88800 0.19 -0.54 1.18
C -0.02333 -0.04014 -0.93880 0.54 -2.18 0.74
O 0.13251 -1.32607 -1.62149 0.31 1.24 -0.18
```
Forces are in eV/Å.

Summary:
ΔE to the lowest compared entry with this formula, charge and spin	0.00	kJ/mol
SMILES	OCCC(O)=C(Cl)Cl.O=C(Cl)Cl
HOMO	-8.8	eV
gap between HOMO and LUMO	9.035	eV
LUMO	0.25	eV
spin multiplicity	1

---

(3)
ORCA calculation (the ωB97M-V functional and the def2-TZVPD basis) on 2 unconnected molecules or ions with the total composition C5H6ClN2O3 at a distorted geometry.

```
17
Properties=species:S:1:pos:R:3:forces:R:3
H 0.39296 -2.03935 0.60666 0.91 -0.47 0.05
C 0.59797 -0.82927 -3.53945 -4.98 -2.29 1.87
C -0.33778 -0.43386 1.71764 -1.04 -1.27 1.09
H -0.25423 1.35746 -1.55213 0.24 -0.10 -0.16
H -1.81655 -0.12789 0.51717 -0.33 0.31 -0.51
H -0.26015 1.40022 2.73929 0.41 -0.62 -2.84
O -0.46072 -1.30635 -3.53017 2.68 1.22 -0.17
O -0.38462 2.86346 0.52214 0.25 -1.45 -0.07
N -0.06150 0.95235 1.76539 -0.09 0.21 1.97
C 0.44682 -0.42022 -0.61167 1.05 0.09 -2.92
Cl 1.84289 -0.26254 -4.26335 2.01 0.93 -0.65
C 0.03282 0.84759 -0.64300 -0.11 -0.80 0.15
H 1.57808 -0.85647 1.08466 2.09 -0.34 0.36
H -0.23342 -0.97419 2.76957 -0.03 1.13 -2.38
N 0.72320 -1.08357 0.66384 -4.34 1.69 0.93
C -0.17994 1.66022 0.53690 -0.20 2.40 1.98
O -1.62583 -0.74758 1.21651 1.49 -0.63 1.28
```
Forces are in eV/Å.

Summary:
ΔE to the lowest compared entry with this formula, charge and spin	179.07	kJ/mol
HOMO (spin up / spin down)	-12.3 / -12.1	eV
gap between HOMO and LUMO (spin up / spin down)	6.620 / 6.211	eV
total charge	+1
LUMO (spin up / spin down)	-5.72 / -5.91	eV
spin multiplicity	1

---

no.,E (eV)
1,-88946.206
2,-61512.908
3,-26914.950